10
Properties=species:S:1:pos:R:3:forces:R:3 method="wB97M-V/def2-TZVPD" e_lumo_ev=-0.02 relative_energy_kj_mol=521.38
B -1.201 -0.468 0.867 0.106 -0.489 -3.438
C -0.990 -0.512 -0.494 -0.478 1.147 -1.536
C 2.369 1.280 -0.224 1.379 1.886 2.317
O 1.570 1.364 -1.185 0.278 1.317 -0.071
O -1.678 -0.386 2.010 -2.677 0.170 5.332
Cl 2.799 -0.333 0.393 -0.432 -0.346 -0.794
H -0.177 -0.887 -1.054 0.765 -0.846 -0.071
H -1.603 0.121 -1.190 0.287 -0.458 1.092
H 1.419 0.547 -1.588 -1.181 -2.745 -1.411
H -2.510 -0.726 2.465 1.953 0.364 -1.418